[1]
15
Properties=species:S:1:pos:R:3 method="wB97M-V/def2-TZVPD" gap_ev=12.2 smiles=C[C@@H]([NH3+])B(O)O total_charge=+1 e_lumo_ev=-3.33 homo_energy_ev=-15.6 molar_mass_g_mol=89.91 spin_multiplicity=1 relative_energy_kj_mol=125.0
B 0.82 0.58 -0.54
H -1.22 -2.19 -0.08
H 2.48 0.71 -1.80
C -0.36 -1.70 -0.32
H 1.96 1.52 0.81
H -1.39 0.28 -1.16
N -1.21 0.59 1.04
O 1.77 0.18 -1.39
C -0.68 0.07 -0.35
H -2.13 0.98 1.06
H 0.38 -1.72 0.52
H 0.10 -1.90 -1.29
H -0.47 1.32 1.29
H -1.11 -0.18 1.69
O 1.07 1.44 0.52



[2]
9
Properties=species:S:1:pos:R:3 method="wB97M-V/def2-TZVPD" gap_ev="7.9 / 9.4" total_charge=-1 e_lumo_ev="3.00 / 3.48" homo_energy_ev="-4.9 / -6.0" molar_mass_g_mol=129.09 spin_multiplicity=1 relative_energy_kj_mol=363.6
O 1.93 -0.36 -0.94
O 1.38 0.01 1.44
S 1.10 0.34 0.06
H -0.62 -0.60 -1.51
F -0.36 -1.85 0.04
H -1.70 0.88 1.13
O 0.88 1.73 -0.22
C -0.33 -0.64 -0.47
O -2.29 0.50 0.47



[3]
100
Properties=species:S:1:pos:R:3 method="wB97M-V/def2-TZVPD" gap_ev=6.6 total_charge=+1 e_lumo_ev=-4.19 homo_energy_ev=-10.8 molar_mass_g_mol=752.52 spin_multiplicity=1 relative_energy_kj_mol=0.0
H 3.39 -22.67 9.24
C 0.83 -18.38 11.46
C 1.58 -23.79 9.73
H -3.35 -24.90 1.92
H -2.33 -19.95 7.71
O -6.09 -20.86 10.52
Ag -4.41 -22.58 5.43
H 2.31 -20.82 8.17
H -2.14 -27.52 10.63
H -0.09 -23.53 8.28
H -2.85 -22.47 9.62
H -0.23 -24.32 12.46
H 0.46 -16.47 12.46
H 3.32 -23.54 10.76
N 1.31 -25.05 10.46
H -6.76 -17.17 8.86
H 1.13 -22.91 10.19
H 3.70 -24.32 9.09
H -2.36 -20.41 12.83
H 1.02 -19.38 11.83
H -8.10 -19.26 8.60
O 1.68 -22.53 7.66
C -2.81 -26.65 8.82
C -1.31 -24.43 12.42
H 2.05 -17.00 12.79
H -4.24 -18.95 5.55
C -1.89 -21.62 3.84
H -3.21 -23.56 8.27
C -2.57 -18.54 6.50
H -0.83 -17.26 10.70
H -1.65 -21.68 5.86
C -0.64 -18.30 10.96
O -2.27 -17.50 5.93
H -1.57 -24.89 13.37
H -3.95 -23.46 1.02
H 1.26 -24.50 7.74
N -2.04 -22.24 5.12
O -3.89 -21.69 7.92
H -6.10 -17.46 7.33
O -1.56 -18.68 11.93
H -5.12 -20.44 12.33
H 1.72 -25.02 11.38
C 1.00 -23.59 8.28
H -1.75 -26.62 8.55
H 1.84 -16.97 10.56
H -4.34 -28.23 11.20
H -5.06 -18.99 10.62
H -1.56 -23.12 5.05
H -1.16 -18.56 7.86
H -2.20 -22.13 1.66
O -1.52 -25.27 11.31
C -6.00 -19.16 8.62
N -4.29 -27.64 10.38
C -2.96 -22.54 8.53
C -5.16 -21.14 11.50
H -4.14 -21.21 11.12
H -0.09 -21.14 4.91
H -5.04 -24.46 2.11
N -1.97 -19.04 7.47
C 1.31 -21.22 7.99
H -4.97 -17.17 8.63
Ag -6.36 -22.03 8.63
C 1.03 -17.37 12.66
H -0.94 -18.69 9.99
C -1.59 -20.13 12.13
H -0.69 -20.49 12.62
H 1.32 -18.10 9.45
C -2.87 -25.71 11.19
H -1.59 -23.42 2.56
H -3.21 -26.00 12.19
H -4.20 -28.42 9.75
H -2.55 -20.76 3.73
N 1.77 -17.96 10.34
N -3.58 -19.28 6.23
C -0.38 -21.36 3.88
C -2.31 -22.61 2.64
H -6.83 -18.89 10.51
H -0.02 -20.47 3.35
H -3.39 -25.74 8.64
H 0.65 -20.81 7.24
H -3.59 -24.98 10.84
H -1.99 -22.37 8.05
H 0.33 -25.10 10.70
H -5.38 -22.15 11.84
H 0.87 -21.06 8.97
H -1.68 -23.43 12.18
O -3.62 -23.10 2.91
C -5.91 -17.66 8.38
C 3.11 -23.62 9.69
H -5.07 -19.46 8.14
H -1.76 -20.64 11.18
C -5.95 -19.43 10.17
C -3.00 -26.93 10.32
N -7.32 -19.59 8.06
C -4.04 -24.06 1.93
H -7.45 -19.21 7.13
H -3.77 -20.13 6.74
H 0.74 -17.90 13.57
H 0.24 -22.18 3.51
H -3.00 -27.48 8.14



[4]
23
Properties=species:S:1:pos:R:3 method="wB97M-V/def2-TZVPD" gap_ev=8.5 smiles="CC[P@](=S)(Br)C(C)(C)C" e_lumo_ev=-0.73 homo_energy_ev=-9.3 molar_mass_g_mol=229.12 spin_multiplicity=1 relative_energy_kj_mol=20.7
H -2.43 2.40 1.74
H 2.22 0.31 -0.19
C 0.03 -1.85 0.31
Br -3.09 -0.54 0.10
H -0.11 -0.64 -2.81
H 2.53 -1.05 -0.96
H 0.35 -1.54 1.28
H 0.69 -2.69 0.03
H -1.01 -2.12 0.33
H 0.21 -2.24 -2.20
P -0.87 0.75 -0.45
C -0.33 -1.36 -2.01
C 0.30 -0.78 -0.70
C -1.48 2.70 1.60
H -1.39 -1.45 -1.93
C -0.58 1.51 1.23
H 1.97 0.09 -1.86
C 1.80 -0.35 -0.90
H 0.38 2.06 0.98
H -1.00 3.13 2.43
H -0.67 0.70 2.09
H -1.41 3.46 0.82
S -1.05 2.07 -1.87



[5]
100
Properties=species:S:1:pos:R:3 method="wB97M-V/def2-TZVPD" gap_ev="6.4 / 6.4" e_lumo_ev="-0.03 / -0.03" homo_energy_ev="-6.5 / -6.5" molar_mass_g_mol=926.18 spin_multiplicity=1
C -0.75 -5.37 0.30
H 1.76 -3.33 1.27
H -2.16 2.14 1.77
C 3.29 5.90 0.26
H -3.41 3.16 0.08
O -0.77 2.61 0.30
H -7.73 -4.58 4.07
H 0.08 4.07 -2.09
C 4.61 -1.44 -2.25
H 3.85 3.62 1.84
H -0.78 -1.97 -2.62
N 0.30 -4.37 0.19
H 3.29 2.98 -1.80
C -3.21 -0.80 0.66
C 6.51 2.31 -2.64
C 5.32 -0.23 -2.31
H 4.09 7.82 -0.23
C 0.19 -5.21 -2.54
H -1.32 -5.18 1.22
C -1.56 2.50 -0.79
H -1.28 -3.31 -3.66
N 0.41 1.60 -1.93
H 0.82 -5.13 -3.42
H -0.59 2.78 2.29
H 0.19 -3.43 2.08
H -4.26 -5.34 1.70
H -0.72 -5.75 -2.82
H -4.73 -1.12 2.11
H 1.47 0.04 4.45
C 1.15 0.06 2.31
C -0.55 -0.41 3.92
C 0.75 -0.09 3.65
C 0.91 -3.97 1.45
Pd 0.65 -0.33 -1.32
C 4.62 0.95 -2.12
C -2.92 2.80 -0.81
H 0.40 -2.71 -3.74
C -3.67 -0.97 1.95
H -3.14 -3.41 2.70
C 0.32 -3.46 -0.82
H -1.80 3.88 1.58
C 1.33 2.51 -1.81
H 6.54 1.99 -3.69
O 2.18 3.76 0.61
H 7.22 1.73 -2.06
C 2.76 3.67 1.89
N 0.33 -0.08 1.31
H 6.38 -0.23 -2.49
C 3.23 0.93 -1.90
N 1.03 3.84 -1.85
C 3.46 7.01 -0.56
H -3.88 -0.83 -0.18
C -1.70 1.83 -3.10
H 2.18 0.30 2.06
H 6.77 3.36 -2.57
C 3.26 -1.45 -2.01
C -6.73 -4.31 3.76
H -0.35 -6.38 0.35
H 2.38 2.74 2.32
C -0.45 -2.91 -3.07
C 2.82 7.08 -1.79
N 2.64 2.21 -1.78
C 2.53 -0.26 -1.81
H -1.43 -5.30 -0.54
H 2.74 -2.39 -1.94
C 2.04 6.01 -2.21
O -1.41 -0.55 -0.80
C -4.15 -3.63 2.99
H -0.91 -0.53 4.94
N -3.22 -1.13 4.39
C -3.66 2.62 -1.98
C 2.47 4.85 -0.15
Br -6.93 -6.55 2.01
O 0.72 -2.31 -0.58
H -4.71 2.86 -1.97
H 2.95 7.94 -2.43
H 5.15 -2.37 -2.39
H 1.56 6.03 -3.18
C -1.47 -0.58 2.85
H -1.20 1.42 -3.97
C -4.78 -4.73 2.43
C 1.87 4.89 -1.42
H 1.24 -4.87 1.98
C -4.81 -2.84 3.93
C -2.84 -0.93 3.06
C -1.38 2.87 1.55
C -1.83 -0.59 0.39
C -3.05 2.14 -3.12
N -4.27 -1.75 4.69
C -0.95 2.01 -1.95
C -6.09 -3.22 4.33
C -6.07 -5.06 2.81
H -3.63 1.99 -4.03
O 5.20 2.20 -2.13
N -0.11 -3.88 -2.05
H 2.46 4.51 2.52
C -0.96 -0.41 1.55
H 3.77 5.87 1.23
H -6.57 -2.63 5.10
H 0.72 -5.79 -1.78



[6]
80
Properties=species:S:1:pos:R:3 method="wB97M-V/def2-TZVPD" gap_ev="6.4 / 4.7" e_lumo_ev="-0.33 / -1.66" homo_energy_ev="-6.8 / -6.4" molar_mass_g_mol=732.29 spin_multiplicity=6 relative_energy_kj_mol=0.0
C 0.59 -4.69 -2.63
C 4.18 -2.93 1.36
C 3.79 -2.31 0.02
C 3.70 1.81 -0.02
C 2.98 2.39 1.09
S 1.89 -1.96 0.05
H -1.48 -3.40 -0.36
H -2.49 5.99 -2.07
H -0.48 3.09 5.13
C 4.74 -2.23 2.44
C -1.74 6.02 1.38
N -0.37 -6.70 -2.27
H -2.40 -1.70 -3.55
Ge 0.45 0.92 -2.83
C -2.11 -0.29 -1.84
H 3.41 -4.94 0.85
O 1.41 -3.00 1.06
H -5.94 -0.60 -1.31
H 1.07 -6.23 -3.85
C -1.99 2.72 -2.83
C 1.61 2.29 1.18
C -2.16 -6.18 -0.59
H -2.81 2.80 2.05
H -2.08 2.31 4.36
C 2.93 1.23 -1.07
H 1.08 3.56 -1.63
C 3.78 -4.23 1.63
N -0.39 -4.57 -1.62
N -1.00 -3.29 -1.24
C -0.50 5.11 3.21
H -2.54 1.92 -3.25
H 0.19 5.31 4.13
H -4.56 1.13 0.05
H -3.11 -5.90 -1.06
H 3.97 -3.08 -0.78
C -1.24 2.99 4.30
H -2.10 -7.22 -0.27
H 4.34 -1.40 -0.17
C -0.80 -0.36 -1.84
N 0.59 -5.96 -3.00
C -2.79 0.51 -0.78
H 4.38 -4.53 4.96
C -2.53 4.84 1.35
H -3.33 4.87 0.61
C -1.04 -5.83 -1.56
C -1.98 4.98 -1.97
Fe 0.38 -1.87 -1.69
H -0.13 5.50 -0.87
C 4.96 -2.84 3.65
C 4.34 -4.05 3.97
C -2.26 3.76 2.11
H -1.75 -3.09 -1.89
H -1.86 6.80 0.67
C -1.28 3.87 3.24
S 1.38 -3.38 -3.36
C -2.88 -1.14 -2.70
H -2.03 -5.48 0.24
H -0.15 1.62 0.18
C -2.63 3.94 -2.55
C 3.78 -4.76 2.96
H -0.24 7.11 2.51
H -4.80 -2.03 -3.00
C -0.75 6.15 2.34
H 3.39 -5.75 3.00
C 1.56 1.23 -1.08
C -0.68 4.80 -1.48
H 5.63 -2.21 4.35
H -2.21 1.30 -0.24
H 3.51 2.76 1.96
H 3.45 0.68 -1.88
C -4.13 0.42 -0.68
H 5.02 -1.23 2.24
H 1.06 2.68 2.05
C -0.61 2.59 -2.47
C -4.88 -0.51 -1.44
C 0.00 3.63 -1.81
C -4.24 -1.25 -2.44
H -3.75 3.97 -2.77
C 0.93 1.70 0.14
H 4.74 1.84 -0.02



[7]
66
Properties=species:S:1:pos:R:3 method="wB97M-V/def2-TZVPD" gap_ev=7.4 total_charge=+2 e_lumo_ev=-7.29 homo_energy_ev=-14.7 molar_mass_g_mol=816.37 spin_multiplicity=1 relative_energy_kj_mol=179.2
C -1.37 -0.59 4.32
C 1.64 1.97 -4.39
H -0.34 3.44 -5.62
C -3.85 -0.48 0.92
H -1.55 2.17 -5.78
C -1.78 2.48 0.48
O -1.41 -1.88 1.85
F 2.64 0.37 -0.43
C 2.98 -0.51 1.74
H -1.51 2.40 -0.56
N -1.68 0.33 -2.77
O -1.02 0.29 3.23
H -1.00 -0.16 -5.16
H -3.68 1.75 -0.10
H -2.45 -0.62 4.43
H -2.34 -2.74 -1.16
H -2.40 1.81 3.47
F 6.41 -2.27 0.32
H -1.05 2.72 -4.18
C -3.03 1.70 0.77
F 4.86 -0.79 -1.34
H -0.90 -0.23 5.23
H -4.10 -0.60 -0.14
H -3.68 -1.44 1.38
H 2.43 1.22 -4.33
C 5.32 -1.69 0.79
C 0.40 0.05 -2.18
H -0.89 3.52 2.55
C -0.55 2.49 2.54
N -1.63 0.37 -1.51
H 0.51 2.48 2.77
C 3.80 -1.26 2.57
C 0.42 1.47 -5.17
O -2.67 0.34 1.05
H 1.46 -0.11 -2.22
P 1.06 -3.27 1.06
H 1.49 -3.44 3.16
C 4.96 -1.84 2.11
O -2.98 -3.92 1.17
C -0.70 2.50 -5.19
O -0.68 1.93 1.22
H -1.00 -1.58 4.09
H 1.36 2.29 -3.38
H 2.07 2.84 -4.89
N -0.34 0.20 -1.09
O 1.02 -2.82 2.58
O 2.24 -4.01 0.68
H 0.74 1.27 -6.20
C -0.08 0.12 -4.67
F 5.72 -2.57 2.92
C -1.32 1.66 3.52
H -3.58 2.08 1.64
H 0.66 -0.67 -4.82
F 3.43 -1.49 3.84
H -4.68 0.01 1.44
P -1.79 -3.15 0.91
H -1.91 3.53 0.71
O -1.77 -2.34 -0.48
H -0.98 1.91 4.52
O 0.78 -1.82 0.32
C 4.53 -0.93 -0.06
S 1.51 0.20 2.41
N -0.40 0.14 -3.21
C 3.39 -0.34 0.43
Ta -0.35 -0.54 1.06
O -0.39 -3.96 0.86



[8]
33
Properties=species:S:1:pos:R:3 method="wB97M-V/def2-TZVPD" gap_ev=9.8 smiles="Cc1noc(C)c1COC(=O)Cc1ccc(Cl)c(Cl)c1" e_lumo_ev=0.63 homo_energy_ev=-9.2 molar_mass_g_mol=314.17 spin_multiplicity=1 relative_energy_kj_mol=0.0
C -0.34 -0.79 1.68
C 1.77 2.18 1.97
C 1.06 -0.01 -2.57
C -0.78 1.28 -1.45
H 1.22 -0.97 -3.05
H 1.30 3.12 2.25
H -0.45 -2.55 0.50
C -0.86 -2.16 1.43
H 2.26 -1.88 1.18
Cl -3.46 -2.32 -1.42
C -0.35 0.10 -2.04
O -1.15 0.13 2.20
C -2.44 -0.93 -1.43
H -0.13 2.14 -1.44
H -0.59 -2.82 2.25
C 0.91 -0.24 1.50
C 1.90 0.12 -1.31
C 2.08 -0.86 0.83
N -0.47 1.30 2.36
H 1.30 0.81 -3.25
H 2.55 1.93 2.69
Cl -4.38 0.34 -0.04
C -2.02 1.36 -0.84
H -2.34 2.27 -0.36
H -1.95 -2.12 1.36
C 0.75 1.11 1.94
O 2.49 1.10 -0.98
O 1.79 -0.99 -0.57
C -2.85 0.25 -0.82
H 2.98 -0.25 0.96
C -1.19 -1.00 -2.03
H 2.23 2.27 0.99
H -0.88 -1.93 -2.48



[9]
71
Properties=species:S:1:pos:R:3 method="wB97M-V/def2-TZVPD" gap_ev="4.3 / 4.3" total_charge=+2 e_lumo_ev="-10.01 / -10.02" homo_energy_ev="-14.3 / -14.4" molar_mass_g_mol=1063.79 spin_multiplicity=1
C 0.13 -2.54 -2.32
Br 0.47 0.45 -5.17
H -4.56 -1.17 -1.53
B 2.65 2.12 2.83
B 3.11 -0.43 4.14
Br -0.03 0.37 3.50
H -1.63 2.48 0.78
H 4.96 2.11 1.70
H 2.09 2.79 2.05
N -0.87 2.86 0.23
H 4.18 2.74 6.35
C -6.98 0.83 0.66
H -2.43 5.14 -1.22
C 2.28 2.35 -1.38
H -7.20 -1.61 -0.91
H -2.62 4.77 0.49
B 1.87 0.84 3.78
B 4.36 1.71 2.62
C 0.18 -1.30 -2.93
H -7.67 0.93 -0.18
B 3.90 2.08 5.42
C -0.82 4.05 -0.39
H 4.11 3.80 3.76
H 2.56 2.95 -2.25
Br 1.62 0.28 6.99
H 3.06 2.47 -0.62
H 0.07 -0.39 -2.34
H -7.42 1.35 1.51
C -6.34 -1.40 -0.28
N -2.40 0.41 0.54
B 4.40 0.37 5.19
C -6.79 -0.65 0.98
H -5.86 -0.01 -1.88
C 3.86 2.75 3.86
Br 2.61 -2.33 4.22
N 0.41 -3.57 -4.38
C 0.47 -2.43 -5.01
C -5.63 1.46 0.33
O 0.33 -3.65 -0.23
B 2.36 2.36 4.57
H -1.49 6.03 -0.04
C 0.36 -1.23 -4.31
B 3.11 0.44 2.56
H -7.73 -1.08 1.34
H 2.25 1.30 -1.67
N 0.20 2.09 -0.05
C -1.90 5.05 -0.28
H 0.62 -2.45 -6.08
C 0.97 2.82 -0.86
B 4.68 0.14 3.41
O -0.54 -1.59 -0.29
C 0.25 -3.69 -3.09
B 5.13 1.68 4.23
C -5.34 -0.55 -1.08
H 0.75 4.86 -1.70
H -5.89 -2.35 0.00
Br 5.40 -0.62 6.55
C -0.04 -2.63 -0.77
Ca -0.15 0.01 0.79
Br 2.59 -0.52 0.91
C 0.37 4.06 -1.09
Br 6.00 -1.12 2.71
C -3.51 0.38 0.18
H -5.75 2.26 -0.41
N -4.72 0.45 -0.22
H 1.63 3.19 4.94
H 0.22 -4.68 -2.65
H 6.22 2.08 4.37
H -5.17 1.88 1.22
H -6.05 -0.76 1.77
B 2.64 0.80 5.41